1.
The following is a DFT calculation (ωB97M-V/def2-TZVPD) of a single C3H3NOS3 molecule at a distorted geometry.

LUMO level: -0.883 eV
SMILES: ON1C(=S)CSC1=S
Largest force on an atom: 3.56 eV/A
ΔE to the lowest compared entry with this formula, charge and spin: 1.688 eV

```
! RIJCOSX wB97M-V def2-TZVPD def2/J DEFGRID3
* xyz 0 1
S 2.377 -1.187 -0.892
S -1.972 1.668 -0.231
S -1.085 -0.430 1.610
O 0.461 0.793 -1.761
N 0.203 0.269 -0.553
C 1.051 -0.689 -0.071
C -0.830 0.574 0.225
C 0.488 -1.173 1.253
H 1.106 -0.820 2.112
H 0.002 1.720 -1.594
H 0.407 -2.222 1.215
*
```



2.
The following is a DFT calculation (ωB97M-V/def2-TZVPD) of a molecular structure, C3H3NS at a distorted geometry.

LUMO level (alpha / beta): -0.781 / -0.992 eV
Largest force on an atom: 9.26 eV/A
ΔE to the lowest compared entry with this formula, charge and spin: 3.730 eV

```
! RIJCOSX wB97M-V def2-TZVPD def2/J DEFGRID3
* xyz 0 1
S 2.885 -0.455 0.225
N -0.566 -0.167 0.119
C -2.034 -0.653 0.104
C 1.830 0.786 -0.093
C 0.590 0.337 -0.001
H -2.572 0.131 -0.320
H 2.061 1.772 -0.300
H -2.193 -1.751 0.265
*
```



3.
The following is a DFT calculation (ωB97M-V/def2-TZVPD) of a single C3H3NS molecule at a distorted geometry.

LUMO level: -0.078 eV
SMILES: C#C/C=N/S
Largest force on an atom: 5.35 eV/A
ΔE to the lowest compared entry with this formula, charge and spin: 3.005 eV

```
! RIJCOSX wB97M-V def2-TZVPD def2/J DEFGRID3
* xyz 0 1
S -0.893 0.266 -2.382
N 0.084 -0.204 -1.144
C 0.222 -0.275 1.196
C -0.548 -0.121 0.024
C 1.042 -0.118 2.112
H -1.671 0.037 0.205
H 0.138 0.034 -3.029
H 1.626 0.381 3.018
*
```